Record 1
Formula: C3H5FINO
Source: the Open Molecules 2025 dataset
Level of theory: ωB97M-V/def2-TZVPD

Structure (ORCA input):
```
! wB97M-V def2-TZVPD RIJCOSX def2/J DEFGRID3
* xyz 0 1
I -3.182 1.050 -0.127
F -1.342 -2.663 -0.051
O -2.334 -1.574 -0.080
N 0.833 0.416 0.310
C 2.175 0.815 0.017
C -0.048 0.107 -0.469
C -1.821 -0.462 0.463
H 2.443 0.715 -1.038
H -0.221 0.002 -1.524
H 2.285 1.853 0.326
H 2.833 0.204 0.635
H -1.622 -0.463 1.536
*
```

Summary:
- E_HOMO (eV) = -8.616
- frontier orbital gap (eV) = 8.1515
- energy (Ha) = -644.63417
- relative energy (zero: lowest compared OMol25 entry of this formula, charge and spin) (kcal per mole) = 111.0

Record 2
Formula: C22H46F3N2O2S
Source: the Open Molecules 2025 dataset
Level of theory: ωB97M-V/def2-TZVPD

Structure (ORCA input):
```
! wB97M-V def2-TZVPD RIJCOSX def2/J DEFGRID3
* xyz 1 1
S 1.705 2.936 -2.453
F -0.203 4.586 -1.926
F 0.656 3.633 -0.184
F 1.706 5.247 -1.155
O -6.439 0.648 1.160
O 0.240 -2.415 -1.965
N -7.096 -1.464 1.661
N -0.344 -2.355 -4.154
C 0.065 -1.799 -2.998
C -2.528 -0.550 -0.201
C 3.050 0.827 2.454
C -3.629 0.429 -0.607
C 5.203 -0.409 1.775
C -0.595 -3.787 -4.175
C 3.976 -0.364 2.690
C 3.555 2.412 -0.478
C 0.536 0.818 2.897
C -6.334 -0.365 1.825
C 1.929 1.010 3.495
C 0.909 4.217 -1.329
C 0.214 -0.651 2.569
C 4.888 -0.479 0.265
C 5.023 2.081 -0.164
C -8.118 -1.445 0.628
C -1.622 0.011 0.889
C -0.549 -1.580 -5.358
C 3.447 2.932 -1.906
C -0.424 -0.887 1.200
C 5.406 0.670 -0.614
C -6.932 -2.647 2.479
H 5.673 2.817 -0.646
H 2.572 0.726 1.474
H -7.846 -2.870 3.032
H 3.417 -1.298 2.579
H 1.781 3.774 -3.505
H 3.811 -0.596 0.111
H -2.958 -1.493 0.147
H -0.439 -1.057 3.345
H 0.329 -0.770 0.412
H 2.938 1.520 -0.352
H -8.639 -2.400 0.632
H 6.489 0.601 -0.722
H -0.920 -4.073 -5.172
H 3.182 3.168 0.212
H 2.069 0.296 4.312
H -4.500 -0.077 -1.020
H 1.139 -1.232 2.618
H 5.174 2.209 0.907
H 0.100 -1.929 -6.164
H -5.590 -0.472 2.634
H 5.855 0.438 2.010
H -0.208 1.221 3.587
H -1.272 0.999 0.564
H 0.458 1.423 1.986
H 5.001 0.521 -1.624
H 1.997 2.003 3.944
H -0.319 -0.535 -5.157
H -6.676 -3.514 1.868
H 0.224 -0.707 -3.077
H 4.314 -0.330 3.729
H -0.742 -1.931 1.139
H 0.308 -4.340 -3.915
H 3.666 1.731 2.421
H 5.777 -1.298 2.037
H -1.368 -4.052 -3.453
H -3.263 1.130 -1.362
H -1.585 -1.647 -5.695
H -3.976 1.008 0.250
H 3.844 3.938 -2.020
H -2.213 0.176 1.797
H -1.910 -0.806 -1.067
H -6.129 -2.480 3.195
H -8.832 -0.642 0.808
H 5.328 -1.394 -0.131
H 3.919 2.264 -2.629
H -7.671 -1.281 -0.353
*
```

Summary:
- E_HOMO (eV) = -10.712
- frontier orbital gap (eV) = 6.7326
- energy (Ha) = -1823.34784

Record 3
Formula: C4H8N2O
Source: the Open Molecules 2025 dataset
Level of theory: ωB97M-V/def2-TZVPD

Structure (ORCA input):
```
! wB97M-V def2-TZVPD RIJCOSX def2/J DEFGRID3
* xyz 0 1
O -2.269 0.009 0.525
N 2.272 -1.304 0.237
N -0.555 -1.999 -0.402
C 1.491 -0.367 -0.129
C -0.210 -0.805 -0.256
C -0.667 0.364 0.461
C -0.668 1.685 -0.278
H -1.394 2.356 0.183
H 3.259 -1.073 0.068
H 0.321 2.151 -0.277
H -0.372 0.388 1.507
H 1.849 0.579 -0.565
H 0.253 -2.611 -0.583
H -2.326 -0.919 0.822
H -0.984 1.545 -1.314
*
```

Summary:
- E_HOMO (eV) = -9.319
- frontier orbital gap (eV) = 9.5688
- energy (Ha) = -341.85213
- relative energy (zero: lowest compared OMol25 entry of this formula, charge and spin) (kcal per mole) = 95.1
- SMILES = [H]/N=C/C(=N\[H])[C@@H](C)O

Record 4
Formula: C22H29IrN6O2SSe
Source: the Open Molecules 2025 dataset
Level of theory: ωB97M-V/def2-TZVPD

Structure (ORCA input):
```
! wB97M-V def2-TZVPD RIJCOSX def2/J DEFGRID3
* xyz 3 6
Ir 0.333 -1.226 0.858
Se -1.177 2.049 0.810
S 1.707 0.447 2.050
O -1.858 0.647 -5.106
O -0.991 4.284 -3.367
N 4.285 0.546 2.517
N 2.732 -1.826 0.334
N 3.675 -1.059 1.019
N -0.746 2.056 -3.715
N 0.167 -1.326 -1.381
N 0.370 6.345 0.772
C -0.520 3.838 0.823
C 0.373 5.755 1.942
C -0.465 -0.322 -3.451
C -0.024 5.851 -0.372
C -1.553 -3.118 0.739
C 0.034 -5.061 0.986
C -0.285 -1.517 4.524
C -0.502 4.546 -0.387
C -2.151 -1.939 1.218
C -1.642 -1.362 2.403
C -0.002 -3.121 2.595
C 0.556 -2.422 -2.050
C -0.486 -3.726 1.417
C -1.092 0.831 -4.191
C -1.243 3.273 -4.315
C -3.391 -1.393 0.587
C 3.327 -0.070 1.848
C -0.084 -1.467 -4.142
C -0.338 -0.304 -2.076
C -0.095 4.450 2.006
C 0.448 -2.530 -3.425
C -0.620 -1.983 3.147
H 0.940 -3.246 -1.460
H -0.536 -5.836 1.506
H -3.455 -1.633 -0.473
H 4.654 -1.279 0.888
H 0.729 -1.784 4.816
H -0.217 -1.515 -5.215
H 0.764 -3.633 3.166
H -0.963 -2.013 5.224
H -1.196 5.141 -3.754
H -0.104 -5.234 -0.080
H 1.079 -5.206 1.258
H -4.256 -1.853 1.072
H -0.739 3.469 -5.268
H 2.866 -1.708 -0.667
H 0.025 6.467 -1.268
H -1.983 -3.616 -0.123
H 0.762 -3.436 -3.925
H -2.306 3.138 -4.531
H -2.159 -0.509 2.829
H 5.262 0.302 2.430
H 2.880 -2.807 0.551
H -0.136 3.956 2.966
H -0.431 -0.444 4.639
H 0.717 6.308 2.812
H 4.053 1.287 3.158
H -0.673 0.550 -1.502
H 0.022 2.165 -3.075
H -3.480 -0.316 0.730
H -0.864 4.138 -1.323
*
```

Summary:
- E_HOMO (spin up / spin down) (eV) = -16.500 / -17.035
- ⟨S²⟩ = 8.782
- frontier orbital gap (spin up / spin down) (eV) = 8.5871 / 4.7020
- energy (Ha) = -4237.61020